Entry from the Open Molecules 2025 dataset: a 9-piece molecular cluster, C50H121N7O2 overall (ωB97M-V/def2-TZVPD).

The SMILES is CCN(CC)CC.CCN(CC)CC.CCN(CC)CC.CCN(CC)CC.CCN(CC)CC.CCN(CC)CC.CCN(CC)CC.C1CCOC1.C1CCOC1. The electronic energy comes out at -2511.2922 Ha. The value obtained for the molecular weight is 852.6 g mol⁻¹. Its orbital gap is 8.70 eV. The HOMO energy comes out at -0.2933 Eh. As for the energy above the lowest of the compared OMol25 structures with the same formula, charge and spin: 0.00 kcal per mole.

Last columns: bonded neighbours and bond lengths (Å).
Cartesian coordinates (Å):
1 H -6.66 -3.13 -3.65  C139 1.087
2 H -3.72 2.54 5.01  C137 1.090
3 C -3.99 -2.28 -2.24  C75 1.530, H121 1.090, H138 1.086, H180 1.099
4 C 4.37 2.38 -2.10  H16 1.102, N25 1.445, C31 1.518, H88 1.094
5 H -1.29 3.21 -4.71  C157 1.089
6 H 2.53 4.37 -2.48  C19 1.094
7 H 4.84 -5.06 -1.09  C51 1.101
8 H -3.34 4.82 -4.38  C127 1.089
9 H 1.28 -4.64 3.65  C18 1.092
10 H 5.07 4.09 -4.88  C125 1.093
11 C -4.06 1.51 -3.78  H21 1.092, H42 1.093, H56 1.090, C61 1.526
12 H -1.11 0.15 1.15  C122 1.095
13 H 2.25 3.00 7.34  C30 1.092
14 H 0.33 7.88 -3.83  C83 1.093
15 H 7.11 2.88 -2.98  C128 1.088
16 H 4.12 1.42 -2.58  C4 1.102
17 H 3.84 -0.54 -1.34  C72 1.089
18 C 0.68 -4.29 2.81  H9 1.092, H98 1.090, H153 1.088, C173 1.524
19 C 3.07 4.05 -3.38  H6 1.094, N25 1.449, C41 1.534, H64 1.095
20 H -3.11 -6.22 0.05  C158 1.089
21 H -5.03 1.92 -4.08  C11 1.092
22 C -0.69 6.13 -3.12  H39 1.104, C83 1.518, H145 1.091, N170 1.448
23 H 3.04 -2.14 0.44  C35 1.092
24 H 3.60 1.80 -0.16  C31 1.093
25 N 4.36 3.51 -2.99  C4 1.445, C19 1.449, C125 1.462
26 H 4.88 -0.73 0.08  C72 1.091
27 C -1.16 -3.81 -0.75  C53 1.529, O89 1.419, H96 1.088, H110 1.098
28 H -1.81 -1.53 7.18  C151 1.092
29 H 4.08 -3.50 2.33  C150 1.091
30 C 2.37 2.68 6.31  H13 1.092, C66 1.521, H129 1.089, H167 1.093
31 C 3.44 2.58 -0.91  C4 1.518, H24 1.093, H58 1.089, H107 1.094
32 H 5.92 -2.76 -0.79  C36 1.098
33 C -3.13 0.93 3.62  H57 1.092, H82 1.090, C137 1.541, N175 1.459
34 C -5.43 -1.76 -4.91  N43 1.460, H118 1.104, H130 1.092, C139 1.524
35 C 3.41 -3.15 0.26  H23 1.092, H106 1.090, N119 1.464, C150 1.531
36 C 5.07 -2.38 -1.38  H32 1.098, C72 1.530, H74 1.087, N119 1.466
37 H 0.61 -5.02 -1.27  C53 1.093
38 H -0.16 6.88 -5.12  C83 1.091
39 H -1.69 6.59 -3.11  C22 1.104
40 H -5.66 0.81 0.39  C104 1.094
41 C 2.21 3.13 -4.26  C19 1.534, H80 1.092, H108 1.090, H176 1.092
42 H -4.03 1.55 -2.69  C11 1.093
43 N -5.07 -0.75 -3.92  C34 1.460, C61 1.453, C75 1.447
44 C -2.59 3.14 2.63  C97 1.539, H115 1.092, N175 1.455, H177 1.098
45 C -4.49 1.86 1.87  C104 1.531, H112 1.095, H147 1.098, N175 1.463
46 H -1.80 1.05 -0.87  C161 1.093
47 C 0.30 0.56 -1.18  C123 1.526, H131 1.092, C161 1.525, H171 1.091
48 H 5.33 -2.89 1.29  C150 1.091
49 H 1.24 0.25 4.45  C65 1.101
50 C -1.27 -2.10 5.13  H84 1.094, H146 1.098, C151 1.525, N155 1.471
51 C 4.01 -4.55 -1.61  H7 1.101, C69 1.520, H105 1.094, N119 1.461
52 H 1.40 0.39 2.05  C87 1.093
53 C -0.47 -4.96 -1.48  C27 1.529, H37 1.093, C60 1.521, H179 1.092
54 H -2.82 4.45 -6.03  C127 1.095
55 H 1.78 1.87 3.86  C65 1.092
56 H -3.26 2.14 -4.16  C11 1.090
57 H -2.08 0.72 3.82  C33 1.092
58 H 3.57 3.53 -0.39  C31 1.089
59 H 3.38 -4.14 -3.65  C69 1.092
60 C -1.17 -6.21 -0.97  C53 1.521, H70 1.095, C158 1.537, H165 1.090
61 C -3.99 0.10 -4.37  C11 1.526, N43 1.453, H76 1.100, H93 1.090
62 O 0.21 -1.19 0.38  C122 1.442, C123 1.418
63 H 1.20 6.34 -4.04  C83 1.090
64 H 3.24 5.00 -3.89  C19 1.095
65 C 2.07 0.83 4.01  H49 1.101, H55 1.092, C87 1.520, N169 1.456
66 C 2.94 1.26 6.23  C30 1.521, H68 1.096, H116 1.104, N169 1.448
67 H -1.62 2.95 -2.54  C148 1.091
68 H 3.86 1.24 6.82  C66 1.096
69 C 4.17 -4.68 -3.12  C51 1.520, H59 1.092, H132 1.089, H160 1.092
70 H -0.51 -6.93 -0.46  C60 1.095
71 C -2.17 -4.15 4.11  H90 1.096, C126 1.536, H136 1.089, N155 1.460
72 C 4.80 -0.93 -0.99  H17 1.089, H26 1.091, C36 1.530, H168 1.095
73 H -2.49 4.38 -2.15  C148 1.104
74 H 5.35 -2.42 -2.43  C36 1.087
75 C -5.01 -1.19 -2.55  C3 1.530, N43 1.447, H117 1.091, H162 1.094
76 H -3.02 -0.36 -4.14  C61 1.100
77 H -4.60 -0.26 1.26  C104 1.093
78 H -0.73 -2.71 2.40  C173 1.101
79 H 7.36 3.56 -4.58  C128 1.096
80 H 1.34 3.70 -4.58  C41 1.092
81 H -7.54 -1.90 -4.59  C139 1.091
82 H -3.57 -0.03 3.33  C33 1.090
83 C 0.23 6.83 -4.10  H14 1.093, C22 1.518, H38 1.091, H63 1.090
84 H -0.35 -1.52 5.13  C50 1.094
85 H 0.26 3.65 -1.07  C133 1.090
86 H -1.78 -5.70 1.09  C158 1.093
87 C 2.35 0.33 2.60  H52 1.093, C65 1.520, H101 1.093, H154 1.090
88 H 5.37 2.20 -1.70  C4 1.094
89 O -2.41 -4.32 -0.31  C27 1.419, C158 1.430
90 H -1.79 -5.09 3.69  C71 1.096
91 H -0.94 2.79 4.08  C97 1.090
92 H -3.37 -2.46 3.33  C126 1.091
93 H -4.10 0.26 -5.45  C61 1.090
94 H 5.01 -0.05 5.33  C174 1.092
95 H 4.81 -4.56 1.12  C150 1.092
96 H -1.18 -2.91 -1.35  C27 1.088
97 C -1.11 3.07 3.04  C44 1.539, H91 1.090, H109 1.090, H141 1.091
98 H 0.05 -5.11 2.46  C18 1.090
99 H 1.99 -0.42 -0.19  C123 1.093
100 H -4.09 -4.09 3.10  C126 1.091
101 H 2.64 -0.72 2.56  C87 1.093
102 H -1.85 -1.36 0.52  C122 1.090
103 H -2.69 -2.87 6.55  C151 1.094
104 C -4.67 0.74 0.84  H40 1.094, C45 1.531, H77 1.093, H164 1.089
105 H 3.11 -5.10 -1.32  C51 1.094
106 H 2.51 -3.75 0.31  C35 1.090
107 H 2.40 2.48 -1.23  C31 1.094
108 H 1.92 2.22 -3.73  C41 1.090
109 H -0.66 2.35 2.36  C97 1.090
110 H -0.50 -3.58 0.11  C27 1.098
111 H 5.16 2.36 -4.57  C125 1.100
112 H -4.62 2.78 1.29  C45 1.095
113 H -1.00 -3.12 7.02  C151 1.087
114 H -2.43 5.99 -5.37  C127 1.090
115 H -2.60 3.58 1.63  C44 1.092
116 H 2.29 0.57 6.79  C66 1.104
117 H -4.84 -0.33 -1.90  C75 1.091
118 H -4.57 -2.42 -5.12  C34 1.104
119 N 3.86 -3.18 -1.14  C35 1.464, C36 1.466, C51 1.461
120 H 4.33 -0.62 3.82  C174 1.092
121 H -4.17 -3.16 -2.86  C3 1.090
122 C -1.10 -0.59 0.33  H12 1.095, O62 1.442, H102 1.090, C161 1.526
123 C 1.03 -0.67 -0.65  C47 1.526, O62 1.418, H99 1.093, H166 1.098
124 H -4.89 1.17 4.93  C137 1.089
125 C 5.30 3.35 -4.11  H10 1.093, N25 1.462, H111 1.100, C128 1.524
126 C -3.16 -3.51 3.12  C71 1.536, H92 1.091, H100 1.091, H142 1.093
127 C -2.53 4.94 -5.10  H8 1.089, H54 1.095, H114 1.090, C157 1.540
128 C 6.74 3.62 -3.68  H15 1.088, H79 1.096, C125 1.524, H144 1.087
129 H 1.42 2.81 5.80  C30 1.089
130 H -5.58 -1.22 -5.85  C34 1.092
131 H 0.58 0.72 -2.22  C47 1.092
132 H 4.14 -5.72 -3.44  C69 1.089
133 C -0.74 4.06 -0.91  H85 1.090, H140 1.089, C148 1.538, H178 1.088
134 H 4.22 -2.44 5.37  C159 1.092
135 H -0.46 4.56 -5.38  C157 1.096
136 H -2.70 -4.48 5.00  C71 1.089
137 C -3.84 1.47 4.87  H2 1.090, C33 1.541, H124 1.089, H156 1.096
138 H -3.84 -2.48 -1.18  C3 1.086
139 C -6.68 -2.57 -4.58  H1 1.087, C34 1.524, H81 1.091, H172 1.092
140 H -0.62 5.08 -0.56  C133 1.089
141 H -0.66 4.06 2.91  C97 1.091
142 H -2.76 -3.49 2.10  C126 1.093
143 H 0.54 -2.25 3.48  C173 1.090
144 H 6.82 4.64 -3.31  C128 1.087
145 H -0.33 6.32 -2.11  C22 1.091
146 H -1.96 -1.40 4.64  C50 1.098
147 H -5.35 1.89 2.54  C45 1.098
148 C -1.47 3.99 -2.26  H67 1.091, H73 1.104, C133 1.538, N170 1.455
149 H 3.50 -1.45 6.59  C159 1.094
150 C 4.45 -3.54 1.31  H29 1.091, C35 1.531, H48 1.091, H95 1.092
151 C -1.69 -2.42 6.56  H28 1.092, C50 1.525, H103 1.094, H113 1.087
152 H -1.51 -0.33 -1.89  C161 1.091
153 H 1.36 -3.99 2.01  C18 1.088
154 H 3.09 0.95 2.09  C87 1.090
155 N -0.98 -3.35 4.40  C50 1.471, C71 1.460, C173 1.456
156 H -3.40 1.06 5.79  C137 1.096
157 C -1.22 4.29 -4.63  H5 1.089, C127 1.540, H135 1.096, N170 1.457
158 C -2.17 -5.68 0.07  H20 1.089, C60 1.537, H86 1.093, O89 1.430
159 C 3.53 -1.61 5.50  H134 1.092, H149 1.094, H163 1.091, C174 1.544
160 H 5.11 -4.25 -3.47  C69 1.092
161 C -1.16 0.17 -0.99  H46 1.093, C47 1.525, C122 1.526, H152 1.091
162 H -6.00 -1.58 -2.28  C75 1.094
163 H 2.54 -1.92 5.17  C159 1.091
164 H -3.90 0.83 0.07  C104 1.089
165 H -1.58 -6.81 -1.78  C60 1.090
166 H 1.24 -1.39 -1.45  C123 1.098
167 H 3.10 3.36 5.86  C30 1.093
168 H 5.54 -0.30 -1.49  C72 1.095
169 N 3.23 0.84 4.88  C65 1.456, C66 1.448, C174 1.448
170 N -0.75 4.69 -3.32  C22 1.448, C148 1.455, C157 1.457
171 H 0.63 1.43 -0.60  C47 1.091
172 H -6.81 -3.28 -5.40  C139 1.092
173 C -0.13 -3.08 3.25  C18 1.524, H78 1.101, H143 1.090, N155 1.456
174 C 4.08 -0.33 4.84  H94 1.092, H120 1.092, C159 1.544, N169 1.448
175 N -3.15 1.81 2.45  C33 1.459, C44 1.455, C45 1.463
176 H 2.73 2.85 -5.18  C41 1.092
177 H -3.21 3.79 3.27  C44 1.098
178 H -1.31 3.51 -0.15  C133 1.088
179 H -0.52 -4.90 -2.57  C53 1.092
180 H -3.03 -1.88 -2.61  C3 1.099